# 1
Molecular formula: C5H8O
Method: DFT, ωB97M-V with the def2-TZVPD basis set

```
14
Properties=species:S:1:pos:R:3:mulliken_charge:R:1
O 2.680 -0.656 -1.003 -0.149
C 2.681 0.380 -0.537 0.129
C 0.094 -0.542 1.206 -0.492
C -0.450 -1.401 0.085 -0.372
C -1.332 -0.163 -0.277 -0.398
C -0.661 0.516 0.898 -0.403
H 0.872 2.330 -0.863 -0.283
H 0.833 -0.735 1.981 0.398
H 0.274 -1.691 -0.685 0.163
H -1.011 -2.290 0.396 0.260
H -1.127 0.276 -1.260 0.212
H -2.411 -0.323 -0.181 0.255
H 0.331 2.792 -1.084 0.285
H -0.773 1.509 1.325 0.396
```

Properties
**HOMO-LUMO gap**: 10.676 eV
**Spin multiplicity**: 1

# 2
Molecular formula: C5H8O
Method: DFT, ωB97M-V with the def2-TZVPD basis set

```
14
Properties=species:S:1:pos:R:3:mulliken_charge:R:1
C 1.373 -1.639 1.255 -0.692
O 1.313 -0.470 0.481 -0.305
C 0.016 -0.169 0.040 -0.535
C 0.029 1.247 -0.527 -0.506
C -1.278 1.532 -1.114 -0.422
C -2.377 1.579 -1.603 0.046
H 0.757 -1.541 2.161 0.296
H 1.032 -2.534 0.711 0.284
H 2.419 -1.774 1.538 0.250
H -0.710 -0.224 0.867 0.319
H -0.328 -0.869 -0.741 0.330
H 0.280 1.958 0.264 0.271
H 0.819 1.320 -1.282 0.270
H -3.345 1.585 -2.049 0.393
```

Properties
**SMILES string**: C#CCCOC
**HOMO-LUMO gap**: 11.049 eV
**Spin multiplicity**: 1

# 3
Molecular formula: C5H8O
Method: DFT, ωB97M-V with the def2-TZVPD basis set

```
14
Properties=species:S:1:pos:R:3:mulliken_charge:R:1
C -2.090 0.644 -0.051 -0.571
C -2.698 -0.431 0.442 -0.385
C 1.612 0.640 -0.989 -0.363
C 1.467 -0.824 -0.700 -0.057
O 1.971 -0.760 0.644 -0.390
C 2.132 0.647 0.417 -0.142
H -2.105 0.877 -1.113 0.264
H -1.564 1.346 0.592 0.225
H -2.691 -0.655 1.506 0.226
H -3.239 -1.125 -0.196 0.237
H 0.410 -1.132 -0.751 0.193
H 2.055 -1.480 -1.360 0.269
H 1.557 1.278 1.111 0.236
H 3.184 0.975 0.448 0.257
```

Properties
**HOMO-LUMO gap**: 8.814 eV
**Spin multiplicity**: 1

# 4
Molecular formula: C5H8O
Method: DFT, ωB97M-V with the def2-TZVPD basis set

```
14
Properties=species:S:1:pos:R:3:mulliken_charge:R:1
C 1.249 0.443 -0.855 -0.638
C 0.669 0.509 0.527 -0.186
C -0.793 0.859 0.735 -0.350
O -1.455 0.396 -0.397 -0.420
C -0.958 -0.902 -0.422 -0.352
C 0.549 -0.768 -0.312 -0.185
H 0.837 1.020 -1.676 0.201
H 2.336 0.350 -0.871 0.273
H 1.316 0.616 1.391 0.346
H -1.099 1.891 0.959 0.356
H -1.147 -0.088 1.542 0.126
H -1.416 -1.466 -1.248 0.355
H -1.253 -1.225 0.795 0.127
H 1.100 -1.681 -0.119 0.346
```

Properties
**SMILES string**: C1OC[C@H]2C[C@@H]12
**HOMO-LUMO gap**: 11.182 eV
**Spin multiplicity**: 1

# 5
Molecular formula: C5H8O
Method: DFT, ωB97M-V with the def2-TZVPD basis set

```
14
Properties=species:S:1:pos:R:3:mulliken_charge:R:1
C -0.552 -1.221 -0.705 -0.596
C 0.855 -1.224 -0.160 -0.783
C -0.013 -0.017 -0.016 0.606
C 0.173 1.394 -0.546 -0.417
O 0.136 1.915 0.792 -0.423
C -0.386 0.670 1.288 -0.397
H -0.665 -1.154 -1.785 0.246
H -1.310 -1.823 -0.210 0.244
H 1.037 -1.807 0.742 0.243
H 1.689 -1.209 -0.857 0.241
H 1.084 1.665 -1.089 0.286
H -0.700 1.736 -1.123 0.229
H 0.121 0.335 2.201 0.294
H -1.468 0.740 1.468 0.226
```

Properties
**HOMO-LUMO gap**: 10.597 eV
**Spin multiplicity**: 1

# 6
Molecular formula: C5H8O
Method: DFT, ωB97M-V with the def2-TZVPD basis set

```
14
Properties=species:S:1:pos:R:3:mulliken_charge:R:1
O -0.648 1.345 -0.788 -0.580
C -0.589 0.469 0.323 0.216
C -1.372 -0.783 -0.115 -0.579
C -0.863 -1.713 -1.131 -0.458
C 1.893 0.399 -0.013 -0.716
C 0.826 0.160 0.744 -0.290
H -0.188 2.158 -0.540 0.361
H -1.116 0.911 1.185 0.274
H -2.428 -0.530 -0.272 0.348
H -1.384 -1.535 0.709 0.377
H 0.243 -1.583 -1.149 0.198
H 1.786 0.839 -1.002 0.276
H 2.898 0.158 0.320 0.270
H 0.942 -0.295 1.729 0.304
```

Properties
**HOMO-LUMO gap**: 8.628 eV
**Spin multiplicity**: 1

# 7
Molecular formula: C5H8O
Method: DFT, ωB97M-V with the def2-TZVPD basis set

```
14
Properties=species:S:1:pos:R:3:mulliken_charge:R:1
C -1.097 0.833 1.536 -1.033
C -0.732 0.409 0.163 0.630
O -0.829 1.128 -0.812 -0.574
C 1.446 0.002 -1.687 -0.628
C 1.135 -0.903 -0.755 -0.234
C -0.191 -0.963 -0.014 -0.418
H -1.871 1.594 1.500 0.330
H -1.353 0.016 2.216 0.338
H -0.152 1.276 1.867 0.253
H -1.306 -1.024 -0.385 0.195
H 0.671 0.536 -2.220 0.288
H 2.479 0.251 -1.919 0.247
H 1.946 -1.504 -0.326 0.246
H -0.146 -1.652 0.835 0.360
```

Properties
**SMILES string**: C=CCC(C)=O
**HOMO-LUMO gap**: 10.201 eV
**Spin multiplicity**: 1

# 8
Molecular formula: C5H8O
Method: DFT, ωB97M-V with the def2-TZVPD basis set

```
14
Properties=species:S:1:pos:R:3:mulliken_charge:R:1
O 0.659 0.855 1.600 -0.476
C 0.557 0.844 0.242 0.493
C 1.508 1.213 -0.621 -1.088
C -0.621 0.136 -0.327 -0.085
C -1.676 -0.732 0.304 -0.589
C -0.419 -1.354 -0.209 -0.477
H 1.594 0.975 1.818 0.327
H 2.449 1.675 -0.348 0.288
H 1.357 0.971 -1.670 0.238
H -0.926 0.564 -1.278 0.401
H -1.888 -0.733 1.368 0.240
H -2.554 -0.860 -0.327 0.239
H 0.312 -1.603 0.560 0.226
H -0.353 -1.952 -1.109 0.261
```

Properties
**SMILES string**: C=C(O)C1CC1
**HOMO-LUMO gap**: 9.387 eV
**Spin multiplicity**: 1

# 9
Molecular formula: C5H8O
Method: DFT, ωB97M-V with the def2-TZVPD basis set

```
14
Properties=species:S:1:pos:R:3:mulliken_charge:R:1
C 0.945 -2.007 -0.022 -0.718
C -0.121 -1.477 -0.614 0.001
C -1.008 -0.443 0.048 -0.827
C -0.495 0.947 -0.237 -0.233
C 0.137 1.679 0.680 0.000
O 0.735 2.884 0.494 -0.487
H 1.205 -1.749 1.003 0.232
H 1.611 -2.694 -0.536 0.264
H 0.742 3.086 -0.450 0.296
H -0.350 -1.733 -1.649 0.303
H -1.020 -0.616 1.133 0.350
H -2.043 -0.550 -0.302 0.302
H -0.577 1.317 -1.261 0.221
H 0.240 1.356 1.713 0.295
```

Properties
**SMILES string**: C=CC/C=C/O
**HOMO-LUMO gap**: 9.702 eV
**Spin multiplicity**: 1

# 10
Molecular formula: C5H8O
Method: DFT, ωB97M-V with the def2-TZVPD basis set

```
14
Properties=species:S:1:pos:R:3:mulliken_charge:R:1
C -0.878 -1.450 0.290 -1.343
C 0.411 -0.552 0.327 0.171
C 0.544 0.194 -1.029 -0.750
C 0.187 1.488 -0.342 -0.176
O -0.858 1.319 0.626 -0.435
C 0.467 1.016 1.004 -0.318
H -1.719 -1.047 -0.295 0.304
H -1.269 -1.742 1.267 0.332
H -0.614 -2.397 -0.223 0.376
H 1.235 -1.188 0.636 0.460
H -0.128 -0.076 -1.847 0.288
H 1.583 0.175 -1.381 0.257
H 0.157 2.486 -0.751 0.461
H 0.883 1.774 1.717 0.373
```

Properties
**SMILES string**: C[C@H]1C[C@H]2O[C@@H]12
**HOMO-LUMO gap**: 10.721 eV
**Spin multiplicity**: 1

# 11
Molecular formula: C5H8O
Method: DFT, ωB97M-V with the def2-TZVPD basis set

```
14
Properties=species:S:1:pos:R:3:mulliken_charge:R:1
C -2.150 0.736 -0.153 -1.018
C -1.104 -0.252 -0.666 -0.164
C 0.213 0.290 -1.015 -0.036
C 1.376 0.238 -0.678 -0.251
C 2.092 -0.587 0.323 -0.035
O 2.835 0.095 1.293 -0.525
H -2.173 1.649 -0.753 0.301
H -3.142 0.279 -0.180 0.298
H -1.932 1.020 0.882 0.293
H -0.782 -0.929 0.164 0.100
H -1.492 -0.904 -1.452 0.320
H 2.743 -1.335 -0.133 0.267
H 1.224 -1.135 0.776 0.118
H 2.293 0.835 1.593 0.333
```

Properties
**SMILES string**: CCC#CCO
**HOMO-LUMO gap**: 10.108 eV
**Spin multiplicity**: 1

# 12
Molecular formula: C5H8O
Method: DFT, ωB97M-V with the def2-TZVPD basis set

```
14
Properties=species:S:1:pos:R:3:mulliken_charge:R:1
C -0.163 1.594 0.664 -0.677
C 1.254 1.249 0.347 -0.646
C 0.211 0.154 0.470 0.172
C -0.289 -0.553 -0.746 -0.210
C -0.454 -2.002 -0.727 -0.404
O -1.700 -1.386 -0.586 -0.429
H -0.762 2.041 -0.124 0.254
H -0.414 1.909 1.670 0.245
H 1.993 1.326 1.143 0.249
H 1.631 1.474 -0.645 0.254
H 0.284 -0.459 1.373 0.380
H -1.113 -0.253 -1.443 0.326
H -0.262 -2.605 -1.610 0.256
H -0.219 -2.490 0.216 0.232
```

Properties
**SMILES string**: C1CC1[C@H]1CO1
**HOMO-LUMO gap**: 10.872 eV
**Spin multiplicity**: 1

- HOMO-LUMO gap of number 1 (C5H8O)?
  10.676 eV

What did the first record say?
Molecular formula: C5H8O
Method: DFT, ωB97M-V with the def2-TZVPD basis set

```
14
Properties=species:S:1:pos:R:3:mulliken_charge:R:1
O 2.680 -0.656 -1.003 -0.149
C 2.681 0.380 -0.537 0.129
C 0.094 -0.542 1.206 -0.492
C -0.450 -1.401 0.085 -0.372
C -1.332 -0.163 -0.277 -0.398
C -0.661 0.516 0.898 -0.403
H 0.872 2.330 -0.863 -0.283
H 0.833 -0.735 1.981 0.398
H 0.274 -1.691 -0.685 0.163
H -1.011 -2.290 0.396 0.260
H -1.127 0.276 -1.260 0.212
H -2.411 -0.323 -0.181 0.255
H 0.331 2.792 -1.084 0.285
H -0.773 1.509 1.325 0.396
```

Properties
**HOMO-LUMO gap**: 10.676 eV
**Spin multiplicity**: 1

- The highest HOMO-LUMO gap belongs to which entry?
  number 4